Density functional theory data (wB97M-V/def2-TZVPD) for the molecule C22H23N3O7S at a distorted geometry.

Cartesian coordinates (Å):
S (-1.19, 2.54, -1.54)
O (4.68, -0.55, 0.11)
O (-3.79, -0.38, -1.19)
O (4.03, -3.74, 3.44)
O (3.23, -5.38, 2.29)
O (-5.04, 3.89, 1.24)
O (-0.41, -2.88, -2.86)
O (-3.09, 3.14, 2.03)
N (3.20, -4.23, 2.70)
N (-1.47, -1.67, -1.31)
N (-2.97, 1.13, 0.27)
C (3.46, -0.83, -0.41)
C (1.10, -3.94, 1.48)
C (-0.09, 3.66, -2.45)
C (-2.92, -0.02, -0.42)
C (-3.95, 2.80, -1.27)
C (0.98, -1.64, -1.39)
C (-1.04, -0.90, 0.98)
C (2.08, -2.06, 2.65)
C (-1.70, -0.88, -0.20)
C (2.11, -3.40, 2.27)
C (2.43, 0.09, -0.57)
C (0.08, -3.13, 1.04)
C (1.20, -0.32, -1.06)
C (-3.99, 3.08, 1.23)
C (-0.32, -2.12, -1.92)
C (-2.68, 3.61, -1.46)
C (4.94, 0.76, 0.56)
C (0.04, -1.78, 1.39)
C (2.03, -2.55, -1.29)
C (1.04, -1.27, 2.23)
C (3.25, -2.16, -0.80)
C (-4.04, 2.08, 0.09)
H (0.42, 0.42, -1.19)
H (2.57, 1.13, -0.32)
H (-2.32, -1.79, -1.87)
H (1.00, -0.23, 2.52)
H (2.87, -1.68, 3.27)
H (0.86, 3.14, -2.56)
H (-5.00, 1.55, 0.12)
H (-1.33, -0.17, 1.72)
H (1.87, -3.57, -1.60)
H (-2.53, 4.32, -0.64)
H (0.05, 4.58, -1.89)
H (1.14, -4.99, 1.22)
H (-4.02, 2.04, -2.05)
H (-0.71, -3.54, 0.44)
H (-4.99, 4.52, 1.97)
H (-2.72, 4.15, -2.40)
H (-0.51, 3.86, -3.43)
H (-4.81, 3.47, -1.36)
H (4.25, 1.06, 1.35)
H (-2.19, 1.45, 0.83)
H (4.07, -2.85, -0.70)
H (4.90, 1.48, -0.26)
H (5.96, 0.73, 0.96)

DFT total energy   -52823.7409 eV
Total charge   0
M   473.51 g mol⁻¹
LUMO   -0.7 eV
ΔE to the lowest compared entry with this formula, charge and spin   72.8 kcal per mole
Largest force on an atom   1.45 eV/Å
E_HOMO   -8.6 eV